73
Properties=species:S:1:pos:R:3 method="wB97M-V/def2-TZVPD" homo_lumo_gap_ev=8.018 homo_ev=-11.06 charge=+1
S 2.795 -4.787 -3.026
P 4.066 -0.009 -1.936
P 3.045 -3.059 -1.710
O 2.991 2.056 5.746
O 5.298 -0.168 -0.716
O -1.932 -0.528 -3.500
O 2.716 0.857 -1.248
O 4.683 0.968 -3.061
O 1.571 1.419 1.492
O -6.185 -1.300 -2.217
N 2.670 0.503 7.333
N -6.896 0.475 -1.042
N 1.476 -2.815 -0.901
N -2.439 0.602 -5.371
N 0.860 3.193 2.666
C 0.977 4.364 3.503
C -5.903 -0.335 -1.508
C 0.612 -1.776 -1.580
C 2.439 1.013 6.089
C 2.127 -0.697 7.925
C -3.236 0.995 -6.509
C -4.048 -1.042 -4.496
C 4.410 -3.611 -0.438
C 3.271 2.708 2.577
C -6.779 1.646 -0.206
C 1.853 2.383 2.200
C -4.485 -0.010 -1.131
C -2.734 -0.317 -4.407
C -0.982 -2.252 -1.410
C 1.506 0.267 5.178
C 3.610 -1.628 -2.840
H -7.821 0.189 -1.340
H -4.213 0.979 -1.509
H 1.584 -2.648 0.125
H 1.589 -0.412 8.833
H -5.744 1.868 0.059
H -4.099 -1.614 -5.426
H 4.604 -1.993 -3.389
H 0.548 5.211 2.961
H -4.185 0.460 -6.559
H 3.390 2.668 3.663
H 2.012 4.587 3.767
H 2.023 -4.330 -4.130
H -4.875 -0.329 -4.440
H 3.543 3.698 2.200
H -1.194 -2.556 -0.275
H 0.510 0.209 5.625
H 1.426 0.799 4.225
H -1.668 -1.309 -1.662
H 2.962 -1.349 8.194
H -1.208 -3.128 -2.152
H 2.785 -1.459 -3.680
H 3.945 1.971 2.129
H 5.412 -3.905 -1.015
H 4.078 -4.618 0.109
H -1.537 1.046 -5.240
H -3.424 2.069 -6.435
H 0.686 -0.760 -0.974
H -7.208 2.493 -0.747
H 1.452 -1.226 7.251
H 0.822 -1.648 -2.724
H -4.366 -0.050 -0.045
H -7.359 1.472 0.703
H -0.065 2.907 2.368
H -3.811 -0.747 -1.579
H 4.580 -2.801 0.396
H -4.136 -1.739 -3.657
H 1.895 -0.736 4.981
H 2.886 0.833 -0.247
H -2.655 0.796 -7.413
H 5.774 0.735 -0.701
H 3.309 1.064 7.884
H 0.397 4.190 4.412